Below is a structure of composition C38H27F5N11P2SV at a distorted geometry, with properties calculated with wB97M-V/def2-TZVPD.

Last column: Löwdin spin population.
Atoms and positions in Å:
V  -1.149  -0.992  -1.245  1.14
N  0.693  0.212  1.512  0.00
P  1.971  -0.918  1.062  0.00
C  3.035  -0.488  2.526  0.00
C  3.291  -1.282  3.643  0.00
C  4.111  -0.819  4.668  0.00
C  4.712  0.428  4.581  0.00
C  4.511  1.208  3.450  0.00
C  3.687  0.747  2.433  0.00
C  1.257  -2.531  1.554  0.00
C  1.544  -3.606  0.717  0.00
C  1.050  -4.874  1.004  0.00
C  0.253  -5.063  2.123  0.00
C  -0.050  -3.990  2.955  0.00
C  0.454  -2.729  2.675  0.00
P  -0.732  0.640  0.583  0.00
C  -1.783  1.344  1.916  0.00
C  -1.465  1.146  3.255  0.00
C  -2.223  1.752  4.250  0.00
C  -3.318  2.537  3.916  0.00
C  -3.670  2.693  2.582  0.00
C  -2.901  2.106  1.585  0.00
C  -0.132  2.279  -0.101  0.00
C  0.249  2.334  -1.443  0.00
C  0.684  3.520  -2.023  0.00
C  0.753  4.676  -1.260  0.00
C  0.381  4.640  0.078  0.00
C  -0.061  3.455  0.653  0.00
H  1.154  1.072  1.783  0.00
H  2.851  -2.265  3.721  0.00
H  4.271  -1.437  5.544  0.00
H  5.347  0.785  5.383  0.00
H  4.996  2.173  3.360  0.00
H  3.546  1.353  1.541  0.00
H  2.141  -3.434  -0.173  0.00
H  1.279  -5.707  0.350  0.00
H  -0.157  -6.043  2.338  0.00
H  -0.695  -4.135  3.814  0.00
H  0.204  -1.885  3.306  0.00
H  -0.624  0.515  3.513  0.00
H  -1.956  1.607  5.291  0.00
H  -3.902  3.015  4.694  0.00
H  -4.543  3.277  2.313  0.00
H  -3.170  2.245  0.546  0.00
H  0.215  1.428  -2.034  0.00
H  0.963  3.540  -3.071  0.00
H  1.090  5.604  -1.706  0.00
H  0.418  5.543  0.676  0.00
H  -0.354  3.452  1.695  0.00
N  -2.605  -4.029  -0.468  0.00
C  -2.401  -3.092  0.496  0.00
N  -2.926  -3.078  1.711  0.00
N  -2.462  -1.943  2.279  0.00
N  -1.691  -1.331  1.458  0.00
N  -1.617  -2.019  0.301  0.00
C  -2.244  -3.786  -1.779  0.01
N  -2.342  -4.673  -2.742  0.00
N  -1.900  -4.023  -3.843  0.01
N  -1.557  -2.818  -3.553  0.01
N  -1.772  -2.614  -2.224  0.00
H  -3.127  -4.858  -0.254  0.00
F  -2.258  4.487  -5.295  0.00
C  -2.495  3.523  -4.403  0.00
C  -1.767  2.352  -4.428  0.00
F  -0.809  2.187  -5.343  0.00
C  -2.029  1.374  -3.495  0.00
F  -1.280  0.261  -3.514  0.00
C  -3.004  1.491  -2.514  0.00
S  -3.320  0.204  -1.394  0.01
C  -3.715  2.685  -2.521  0.00
F  -4.667  2.894  -1.606  0.00
C  -3.471  3.685  -3.442  0.00
F  -4.178  4.819  -3.409  0.00
N  0.425  -1.032  -1.683  -0.16
C  1.540  -0.957  -2.518  -0.02
C  1.681  -1.888  -3.556  -0.01
C  2.762  -1.820  -4.421  0.00
C  3.733  -0.839  -4.270  -0.01
C  3.610  0.075  -3.231  0.00
C  2.528  0.021  -2.366  -0.01
H  0.912  -2.639  -3.678  0.00
H  2.844  -2.549  -5.221  0.00
H  4.570  -0.783  -4.955  0.00
H  4.369  0.836  -3.084  0.00
H  2.435  0.745  -1.568  0.00

## Properties
LUMO (spin up / spin down): 2.34 / 2.36 eV
HOMO energy (spin up / spin down): -5.3 / -5.5 eV
charge: -1
maximum force: 0.0399 hartree/bohr
gap between HOMO and LUMO (spin up / spin down): 7.635 / 7.820 eV
electronic energy: -4590.93725 Ha
multiplicity: 2